# 1
Computed, not measured: 10 unconnected molecules or ions with the total composition C6H33NO10 at a distorted geometry, with wB97M-V/def2-TZVPD.

```
50
Properties=species:S:1:pos:R:3:forces:R:3
H -0.51298 3.58458 -0.57890 0.5 0.2 -0.3
H 0.05663 3.07019 -1.99277 0.4 0.4 0.5
H 3.25799 -1.48854 -1.05748 0.6 0.2 -0.7
O -4.72636 1.91921 0.11874 0.2 -0.1 -0.1
H -1.25498 -1.57750 -3.07966 -0.1 0.1 -0.8
C 1.53273 0.30563 -0.51033 -1.8 1.0 -1.7
H 3.00010 -3.39527 -0.08925 -0.2 -0.2 0.1
H -3.98715 -1.86727 -0.88551 -0.7 -0.2 0.1
N 2.09568 0.45749 -1.78245 1.9 -1.7 0.1
H 4.54620 -0.99680 0.17643 -0.1 0.1 -0.8
H -4.29603 2.75440 -0.09780 -0.1 0.0 0.0
H 4.08795 -3.12865 1.27952 -0.4 0.9 -0.8
H -2.09463 -2.94451 1.36220 0.0 0.6 -0.1
O 0.06005 1.18934 3.84459 -1.6 1.5 -1.0
O -0.71575 3.23482 -1.45083 -0.8 -0.4 -0.3
H 0.24454 -1.43330 -1.23805 0.5 -0.4 -0.1
H -0.56190 1.12740 3.09012 0.6 -0.8 0.1
H 1.36060 1.40236 -0.20392 -0.3 -1.5 0.1
H -1.45973 1.76186 -3.65339 0.3 0.1 0.0
H 3.49570 0.74329 2.35574 0.1 -0.4 0.0
H -1.07391 0.35555 -1.76311 0.0 0.2 0.4
O -2.56260 -2.39115 1.99751 -0.1 0.1 0.6
O -0.89043 0.26199 -0.80660 0.4 -0.2 -1.0
H -0.34206 2.04356 4.10528 0.9 -0.2 0.9
H 0.02802 -0.79748 0.46919 0.5 -1.1 0.0
C 3.27422 -2.66287 0.66294 -0.4 -0.2 1.2
H 1.98947 -0.64686 1.36921 -1.0 -0.4 -0.6
O -1.98693 -2.17951 -2.95678 -0.3 -0.3 0.7
H 1.00550 -0.80539 3.57652 -0.7 0.5 0.4
O -1.12122 0.87284 -3.81528 -0.2 -0.7 0.3
H -0.18514 0.82993 -3.60709 0.1 0.6 -0.3
C 3.17363 0.98323 1.34851 0.3 0.3 -1.9
H 4.04508 1.29892 0.73986 -0.3 0.6 0.7
H 3.03994 0.84939 -1.80896 -0.4 1.0 -0.1
O -4.51280 -1.32340 -1.49348 1.0 0.2 0.4
H -3.76245 -0.90382 -1.93682 -0.3 0.0 -0.5
H -3.33039 2.35431 1.70191 -0.2 0.4 0.0
H 2.42710 -2.51368 1.37653 0.4 -0.6 -0.5
C 0.24418 -0.58153 -0.57337 -1.2 2.4 1.6
H 2.40909 1.78462 1.46023 0.7 -0.4 -0.1
H -2.05320 2.46436 0.96697 0.0 0.2 -0.1
H -0.52101 -1.08199 3.16523 0.0 0.3 0.6
C 2.55837 -0.20393 0.55301 1.4 -0.2 2.3
H -4.49687 1.32058 -0.60149 -0.2 -0.1 0.0
C 3.51557 -1.30239 -0.03487 -0.1 -0.1 1.9
O 0.37772 -1.40657 3.17550 0.7 -1.2 -1.1
H 2.18022 -0.39542 -2.36177 -0.8 0.5 0.0
H -2.59573 -1.45748 1.75258 0.1 -0.5 -0.5
O -2.62333 2.99897 1.53611 0.5 -0.6 0.1
H -2.33869 -2.48351 -3.80444 0.4 0.3 0.1
```
Forces are in eV/Å.

As for the spin multiplicity: 2. The HOMO energy (alpha / beta) is -13.48 / -13.48 eV. The relative energy (zero: lowest compared OMol25 entry of this formula, charge and spin) comes out at 3.8841 eV. As for the expectation value of S²: 0.755. Its net charge is +1. For the LUMO energy (alpha / beta), the calculation gives -0.1336 / -0.3265 Eh. For the orbital gap (alpha / beta), the calculation gives 9.8 / 4.6 eV.

=====

# 2
Computed, not measured: 10 unconnected molecules or ions with the total composition C6H34N2O9 at a distorted geometry, with wB97M-V/def2-TZVPD.

```
51
Properties=species:S:1:pos:R:3:forces:R:3
H -3.01640 0.60302 -2.65356 -0.8 -1.1 -0.6
H -4.08127 1.19464 1.82701 -0.4 -1.1 2.5
H 3.51882 0.41866 3.11055 -1.2 0.1 -2.1
C -1.73788 -0.88284 -0.43212 -1.2 -5.3 -2.0
O -3.87812 1.32975 0.94584 0.2 2.1 -2.7
H -1.81736 0.22573 -3.20439 1.7 -0.4 -0.6
O -1.01700 2.17034 2.35415 4.7 1.5 -1.2
H 3.64308 -0.49851 1.55130 -0.8 0.9 0.8
H 0.38705 2.37419 -0.87747 0.7 -0.3 -0.4
H 3.04756 1.30421 0.18384 0.0 -0.7 1.5
H -2.42987 3.22518 -1.08676 -0.2 0.0 0.1
H -3.70991 0.57108 0.40722 -0.2 -0.9 0.4
H -0.91356 3.12015 2.02636 -1.0 -1.5 0.8
H 0.01980 -2.40465 2.25536 -0.4 0.6 -0.6
H 2.17952 1.99688 1.34386 0.5 0.1 0.1
H 1.11055 0.49629 -3.31095 -0.8 0.2 -0.2
O -2.69801 -0.12764 -3.24199 -0.9 1.7 1.0
H -3.22381 -2.17253 1.41841 2.0 -0.1 -0.6
H 2.57549 -1.79159 0.59155 -0.6 -0.1 -0.3
N 0.97359 -0.87774 1.18892 -1.6 -1.2 0.4
H -1.06809 -0.20485 -0.75279 2.5 2.6 -0.8
C -0.30323 -1.55416 1.59696 0.7 0.1 -0.4
C -1.15983 -2.04648 0.42996 1.5 0.7 0.3
H 1.94274 -1.47726 2.95552 -1.1 2.4 -0.5
H 2.92425 -0.63140 -1.27394 1.0 -0.8 0.9
H -0.93020 -0.88926 2.22570 0.2 -0.1 -0.2
H -2.83054 2.53328 0.25443 -1.2 -1.0 0.7
C 1.59480 -0.47550 2.40203 3.7 0.2 0.2
H 1.63442 -1.39086 -2.28762 0.3 0.2 -0.6
O 0.28050 0.88807 -3.66658 -0.1 -1.3 -1.3
H -2.81583 -3.18323 0.12831 -0.7 -0.5 -1.2
H -2.10950 -1.40671 -1.44761 0.3 1.3 2.5
H 3.32006 0.82069 -1.97514 -2.1 -2.5 1.0
O 3.17867 -1.89575 -0.16304 1.0 -0.2 -0.1
C -2.31862 -2.75769 0.96204 -4.3 -0.2 0.8
H -0.58655 -2.80870 -0.17766 -0.4 1.0 0.4
O 1.13395 -2.19156 -2.12438 -0.9 0.3 1.5
O 2.56653 0.16431 -1.66834 1.3 3.6 -2.0
H -2.53145 -0.46062 0.12227 -0.6 0.4 0.3
H 0.00409 0.30727 -4.44602 0.8 1.1 1.6
H -0.65262 2.56008 0.10492 -0.8 -0.2 0.4
O -2.20155 3.09917 -0.16247 1.1 1.5 -0.9
C 2.96878 0.26727 2.05848 2.1 -2.5 1.5
H 1.05214 0.28549 2.98738 -0.4 -0.8 0.4
N 3.02455 1.43116 1.22013 -1.2 1.1 -0.7
H -2.31961 -3.61331 1.59628 1.3 -0.6 0.9
H 0.79637 -1.93138 -1.22227 0.3 -0.8 -1.2
H 0.86200 -0.08286 0.56967 -0.5 0.2 0.0
O 0.21120 2.13203 0.03286 0.7 0.0 -0.5
H 3.12400 -2.79368 -0.49343 -0.2 -0.2 0.0
H 0.03415 1.97733 2.13375 -4.0 0.0 0.9
```
Forces are in eV/Å.

As for the SMILES: CC(C)CNCCN.O.O.O.O.O.O.O.O.O. The HOMO energy is -8.82 eV. The relative energy (zero: lowest compared OMol25 entry of this formula, charge and spin) comes out at 4.6933 eV. Its net charge is 0. For the LUMO energy, the calculation gives 0.0059 Eh. For the orbital gap, the calculation gives 9.0 eV.

=====

# 3
Computed, not measured: 12 unconnected molecules or ions with the total composition C6H34NO11 at a distorted geometry, with wB97M-V/def2-TZVPD.

```
52
Properties=species:S:1:pos:R:3:forces:R:3
H -1.33472 -1.41300 2.19738 0.4 -0.5 0.3
H -2.49742 -0.42834 2.34776 -4.0 2.1 4.7
O 0.67216 3.82271 -1.45880 -1.8 0.5 -1.3
H -0.02131 4.32626 2.52797 1.1 1.3 2.6
O -1.88556 1.03250 -3.82424 2.0 0.6 0.0
H -0.22202 0.60499 3.63800 -0.1 0.4 -0.9
O 0.18131 -2.54957 2.49068 0.6 0.8 -1.2
C 1.44550 -0.16619 -2.06611 0.5 1.9 0.9
C 0.05799 -1.85172 -0.88112 2.5 4.3 -1.2
O -2.59407 2.92772 -0.00857 1.3 -6.8 -2.2
H 1.50914 0.18744 -3.12676 0.6 -0.4 1.0
H -3.80324 0.65083 1.57845 -0.3 -0.6 0.1
H -2.77047 0.92593 -3.52287 -1.1 -0.5 -0.4
H -2.56199 3.79039 -0.05125 -0.3 6.8 0.4
H 3.54795 -3.45467 -1.05716 -2.7 -0.4 -0.4
H -0.52966 1.52752 0.04920 0.1 -0.3 0.0
H -0.43626 -3.81800 -0.41182 -0.8 0.7 -0.1
H 0.63860 -1.41664 0.00654 -0.7 -1.3 -0.7
O -0.33862 1.27149 2.92440 -1.7 -1.0 -0.5
H -1.09094 0.90936 2.32255 2.2 0.4 1.5
H 1.10282 -2.24846 2.06776 -2.1 -1.1 2.0
O -1.94955 -0.79281 1.78655 4.0 -2.5 -5.2
H -2.91426 -3.63943 -0.73481 1.6 0.1 -0.4
H 1.76651 1.23806 -0.32557 -1.0 -0.7 0.2
H 2.36840 -0.66486 -1.63712 -0.4 0.8 -0.7
H -0.72348 0.03732 -0.63939 -0.1 -0.7 -0.6
H 1.31175 2.08998 -1.70770 -1.4 -2.6 0.4
H -1.39017 3.47540 2.25626 2.9 1.2 -0.4
H -3.05166 2.46891 0.66558 -0.8 0.2 1.5
H -1.67398 0.69623 -4.71011 -0.9 0.0 0.6
C 0.36860 -1.13933 -2.02185 0.7 -1.0 3.0
C 1.06534 1.10546 -1.17847 2.5 -0.4 -1.2
H 3.07780 -1.47921 3.13968 -1.5 0.1 -1.4
O -0.50053 3.86114 1.90856 -3.8 -2.2 -2.5
C -2.17728 -2.82244 -0.98945 -2.0 -2.9 1.0
H 1.57073 3.59278 -1.67920 0.5 1.0 1.0
H 1.95341 -3.93369 -1.18150 -0.4 -1.4 0.6
H 5.26982 -0.39979 -0.15531 5.0 3.5 0.3
H 0.21380 -1.34382 -2.98978 -2.0 -1.9 -3.1
O 2.59123 -3.27414 -1.36400 3.4 1.7 -0.2
H 3.08611 -1.41438 1.59192 -0.8 0.2 0.5
H -0.93604 1.64736 -1.51440 1.1 -2.7 1.6
O 2.44271 -1.39913 2.35384 2.9 0.1 0.2
O -3.40477 1.40640 2.00106 0.0 0.9 0.7
H -3.06970 1.19587 2.89084 -0.5 0.1 -0.4
C -0.88552 -2.85117 -0.77622 0.2 -3.6 1.3
H 4.48920 -1.21968 -1.08155 -0.2 -0.1 -0.3
H 0.43102 4.19551 -0.61117 1.0 0.0 0.5
H -2.79818 -2.02897 -1.13878 -0.8 2.9 -0.9
O 4.55223 -0.90346 -0.17795 -4.8 -3.4 0.2
H 0.21704 -3.30462 3.08802 0.6 0.2 -0.4
N -0.36979 0.97000 -0.80999 -0.9 6.1 -0.4
```
Forces are in eV/Å.

As for the spin multiplicity: 2. The HOMO energy (alpha / beta) is -2.14 / -7.96 eV. The relative energy (zero: lowest compared OMol25 entry of this formula, charge and spin) comes out at 7.3906 eV. As for the expectation value of S²: 0.753. Its net charge is 0. For the LUMO energy (alpha / beta), the calculation gives 0.0063 / 0.0040 Eh. For the orbital gap (alpha / beta), the calculation gives 2.3 / 8.1 eV.

=====

M in Da, matching the order above: 279.3; 278.3; 296.3